The following is a quantum chemistry calculation of a structure of composition C26H22N4O2SbSn, from OMol25.

CARTESIAN COORDINATES (ANGSTROEM)
Sb1 -2.61820 -0.42329 -1.62288
Sn1 0.64737 -0.06229 0.22844
O1 -2.16186 -1.10976 2.95193
O2 2.32472 -0.88154 2.30055
N1 -1.60008 0.99409 0.83868
N2 -0.07756 0.91012 -2.18794
N3 -0.32727 -2.17186 -0.66325
N4 0.05651 -0.93296 2.30247
C1 -2.21743 -3.43886 -1.42923
C2 -1.57279 -2.25618 -1.14662
C3 1.28817 -1.09843 2.89633
C4 -0.92982 -2.03632 5.66421
C5 -0.98900 -1.20550 3.17747
C6 0.35320 -3.31212 -0.43186
C7 -1.52557 -4.62062 -1.17160
C8 -2.74432 0.58181 0.29808
C9 -0.34665 2.29681 2.48426
C10 -1.63939 1.74470 1.96137
C11 -0.24552 -4.54930 -0.66640
C12 0.89566 1.63276 -2.77531
C13 1.76930 -3.23047 0.04635
C14 1.07645 -1.55563 4.30107
C15 1.94224 -1.91579 5.29484
C16 -0.54350 1.96824 -4.68314
C17 0.66576 2.17097 -4.04163
C18 -1.54006 1.22301 -4.05776
C19 -1.20656 0.73924 -2.81311
C20 -2.85727 2.01651 2.57400
C21 -4.03485 1.55134 2.02071
C22 -0.35200 -1.62600 4.48583
C23 -0.06021 -2.41974 6.67373
C24 -3.98981 0.82510 0.83345
C25 2.18142 1.82455 -2.03736
C26 1.36953 -2.33832 6.49827
H1 1.44543 2.75045 -4.51732
H2 -4.98733 1.77675 2.48286
H3 0.31662 -5.45123 -0.46423
H4 -2.50007 1.04344 -4.52081
H5 -0.46364 -2.78278 7.61124
H6 1.81946 -3.34800 1.12936
H7 -3.21672 -3.45658 -1.84309
H8 -4.89232 0.48027 0.34770
H9 2.01302 -2.60782 7.32754
H10 0.23396 2.74475 1.67660
H11 -1.97916 -5.57795 -1.39402
H12 -0.52874 3.06383 3.23274
H13 3.01548 -1.89008 5.15849
H14 2.66847 0.86358 -1.86180
H15 0.25682 1.51656 2.95861
H16 2.00237 2.30426 -1.07366
H17 2.36174 -4.03358 -0.38776
H18 2.86925 2.44961 -2.60048
H19 2.23646 -2.28334 -0.22375
H20 -2.00149 -2.07596 5.80585
H21 -2.87368 2.60631 3.48055
H22 -0.72263 2.38524 -5.66590

The HOMO energy (alpha / beta) is -17.716 / -17.582 eV. The gap between HOMO and LUMO (alpha / beta) is 5.58 / 4.90 eV. The charge is +3. The calculation puts the energy relative to the best compared isomer or geometry (same formula, charge and spin) at 19.12 kJ/mol. As for the total energy: -1826.99436 Eh.

***

The following is a quantum chemistry calculation of a structure of composition C26H23BF4N8O3Re at a distorted geometry, from OMol25.

CARTESIAN COORDINATES (ANGSTROEM)
Re1 -0.03572 0.08805 0.04088
F1 -0.39843 -2.05568 -3.86626
F2 -0.08959 -0.63692 -1.74112
F3 1.74315 -1.82737 -3.10395
F4 0.72099 -0.09439 -4.16236
O1 1.82314 -0.60408 -0.01998
O2 -1.75117 1.56212 -2.02027
O3 -0.19215 -1.86074 0.51001
N1 0.33668 -0.25393 2.39698
N2 0.86323 -2.59490 0.27232
N3 -3.65085 0.34380 -2.19016
N4 -2.14414 0.07578 -0.34917
N5 1.88397 -1.92220 0.00959
N6 0.67639 1.85655 -0.82013
N7 -2.78681 -1.28350 1.43015
N8 -0.67915 1.70585 1.28325
C1 0.38403 4.19655 -1.17821
C2 0.11815 3.03498 -0.48254
C3 5.51993 -2.33321 -0.47575
C4 -4.52547 -0.48753 -1.59527
C5 -1.88069 2.53348 3.15907
C6 -0.16386 -1.13770 4.98225
C7 -0.93332 -0.12152 4.43113
C8 4.29045 -1.72860 -0.25845
C9 5.60266 -3.70596 -0.66111
C10 0.89503 -1.64710 4.24860
C11 1.80378 2.91702 -2.62011
C12 -3.92086 0.86171 -3.53680
C13 1.09963 -1.19294 2.95764
C14 -4.29325 -1.01289 -0.37463
C15 3.17264 -2.54263 -0.23070
C16 -2.08003 3.74152 2.50060
C17 -3.04477 -0.73901 0.24159
C18 -1.16688 1.53633 2.52290
C19 1.24270 4.13159 -2.26742
C20 3.21612 -3.91520 -0.41629
C21 -2.47730 0.71101 -1.55980
C22 -0.61643 0.31908 3.15867
C23 1.49180 1.79309 -1.87863
C24 -1.46583 3.95764 1.27776
C25 -0.74045 2.92271 0.70657
C26 4.45552 -4.49219 -0.63186
B1 0.64806 -1.29984 -3.62675
H1 -0.37092 -1.50057 5.97887
H2 -0.06258 5.13431 -0.88757
H3 -4.96539 1.15711 -3.59306
H4 -1.84789 -1.30990 1.79257
H5 -2.23565 2.38413 4.16765
H6 -1.52875 4.91709 0.78894
H7 -1.73843 0.33181 4.98876
H8 1.91354 -1.58336 2.36657
H9 1.46573 5.02476 -2.83335
H10 -5.01639 -1.65464 0.10175
H11 1.88544 0.81968 -2.11980
H12 -3.42814 -1.96845 1.79578
H13 6.41214 -1.72490 -0.50354
H14 2.31661 -4.51187 -0.40996
H15 -2.65274 4.52917 2.96932
H16 4.21204 -0.66219 -0.11816
H17 2.46955 2.82587 -3.46496
H18 1.55224 -2.39764 4.66214
H19 -3.28287 1.72333 -3.70349
H20 -5.43111 -0.69522 -2.14798
H21 4.52105 -5.55910 -0.78719
H22 -3.70216 0.09009 -4.27193
H23 6.56381 -4.16833 -0.83360

The HOMO energy (alpha / beta) is -14.110 / -14.057 eV. The gap between HOMO and LUMO (alpha / beta) is 7.76 / 6.73 eV. The charge is +2. The calculation puts the energy relative to the best compared isomer or geometry (same formula, charge and spin) at 89.44 kJ/mol. As for the total energy: -2170.68106 Eh. Its spin multiplicity is 2.

***

The following is a quantum chemistry calculation of a structure of composition C26H23Br3CeN8O5 at a distorted geometry, from OMol25.

CARTESIAN COORDINATES (ANGSTROEM)
Ce1 10.83257 11.91584 10.95257
Br1 14.15212 5.27104 9.75167
Br2 9.16618 6.93522 11.78742
Br3 11.14965 11.45580 14.09666
O1 11.04843 13.94809 10.03248
O2 11.33827 10.97747 8.12395
O3 8.66137 14.32106 8.72076
O4 10.51102 9.77250 11.50246
O5 9.69937 10.29104 6.96348
N1 9.69320 14.95080 11.67185
N2 7.27775 10.41628 8.10011
N3 10.20935 14.05377 12.55369
N4 10.13617 10.80604 7.92152
N5 12.92992 10.36981 10.47522
N6 7.95603 12.37337 10.95544
N7 7.26652 11.79527 9.86420
N8 9.29990 11.34222 8.95217
C1 10.54624 13.13828 14.79917
C2 9.68818 18.30314 8.61326
C3 14.80793 8.46046 9.88318
C4 8.71860 17.86960 7.75218
C5 10.78251 15.85643 16.36427
C6 9.84224 16.87263 18.27924
C7 8.31119 16.50669 7.81363
C8 7.98639 11.18631 8.93040
C9 10.88898 7.41272 11.22399
C10 9.98433 14.11708 13.80822
C11 11.76723 6.42988 10.77087
C12 15.10136 9.78462 9.78027
C13 10.33547 17.46383 9.52683
C14 10.70089 15.15178 10.55969
C15 11.25881 8.75464 11.10581
C16 9.49559 14.55868 18.02717
C17 10.52330 17.01222 17.08591
C18 9.01298 15.69735 8.63339
C19 10.57784 13.33485 16.10369
C20 10.05692 16.12206 9.50568
C21 13.01266 6.74198 10.30655
C22 13.50491 8.03984 10.24248
C23 14.08926 10.74158 10.01179
C24 10.19862 14.64888 16.81417
C25 12.57617 9.01998 10.59600
C26 9.28456 15.70232 18.71094
H1 7.72249 10.17738 7.20747
H2 10.94982 17.93423 16.82381
H3 9.25366 13.56377 18.42420
H4 7.54712 12.15924 11.82795
H5 8.07885 13.36111 10.80032
H6 16.09453 10.05647 9.49498
H7 10.89945 12.49998 16.76638
H8 8.64809 15.66339 19.59667
H9 8.16350 18.57527 7.18303
H10 11.49764 5.38928 10.90427
H11 11.62880 15.68237 11.01961
H12 9.47511 14.86642 14.37234
H13 6.34543 10.18856 8.21522
H14 14.21669 11.77118 9.75782
H15 9.98710 19.37615 8.59502
H16 6.24307 11.91779 9.78839
H17 11.39833 15.83901 15.43873
H18 11.04328 17.82866 10.22098
H19 7.47403 16.16297 7.23327
H20 9.67986 17.71199 18.95483
H21 15.58026 7.66684 9.84838
H22 9.39575 15.79690 12.11808
H23 9.51642 13.88466 8.88068

The HOMO energy (alpha / beta) is -10.121 / -10.123 eV. The gap between HOMO and LUMO (alpha / beta) is 7.28 / 7.29 eV. The charge is +1. The calculation puts the energy relative to the best compared isomer or geometry (same formula, charge and spin) at 35.45 kJ/mol. As for the total energy: -10015.77757 Eh. Its spin multiplicity is 2.

***

The following is a quantum chemistry calculation of a structure of composition C26H23BrFeN2O3P at a distorted geometry, from OMol25.

CARTESIAN COORDINATES (ANGSTROEM)
Br1 -5.13695 1.43415 -0.49634
Fe1 -2.71775 0.55956 -0.80336
P1 1.33692 0.15083 0.44493
O1 -1.72715 0.41726 -2.59977
O2 -2.48520 0.55226 1.43630
O3 -0.66121 0.72203 0.26247
N1 -4.17683 -1.08801 -0.20574
N2 -0.18791 -0.59176 -3.86989
C1 -6.20310 -2.13229 1.36258
C2 1.53154 -0.00015 4.53271
C3 -1.07747 0.36927 -3.66419
C4 3.33398 -3.38228 0.36961
C5 3.36446 3.65089 0.16628
C6 1.46934 2.28202 -1.33375
C7 1.94927 3.50386 -1.77486
C8 -0.73277 0.50474 3.88441
C9 2.89631 2.42431 0.61153
C10 -0.33876 0.46111 2.55402
C11 -5.13710 -2.92411 0.96269
C12 1.94174 1.74265 -0.14014
C13 2.54529 -1.12980 0.08169
C14 1.92882 -0.06057 3.20428
C15 -6.25514 -0.80210 0.96203
C16 -1.28251 1.37206 -4.75404
C17 3.33141 -0.99753 -1.07070
C18 2.89241 4.19080 -1.02121
C19 -1.24621 0.60390 1.41808
C20 4.13123 -3.24100 -0.76050
C21 0.99486 0.18520 2.20530
C22 0.21327 0.28599 4.87176
C23 -4.13570 -2.36265 0.18997
C24 -5.22111 -0.36180 0.17272
C25 2.52478 -2.34004 0.78588
C26 4.12817 -2.05102 -1.48061
H1 -5.08046 -3.96640 1.24093
H2 -7.06037 -0.14245 1.25069
H3 4.75292 -1.94717 -2.35778
H4 4.76201 -4.05926 -1.08106
H5 -0.07660 0.32984 5.91260
H6 1.89364 -2.45343 1.65876
H7 4.09864 4.19106 0.74904
H8 3.26046 5.15183 -1.35393
H9 2.25573 -0.18286 5.31540
H10 2.95488 -0.29518 2.95001
H11 -0.38956 1.50637 -5.36051
H12 3.33825 -0.05572 -1.60777
H13 0.72347 1.74281 -1.90460
H14 3.27180 2.00377 1.53611
H15 -2.08389 1.01634 -5.40596
H16 1.58922 3.92576 -2.70413
H17 -1.59392 2.32452 -4.33322
H18 3.34295 -4.31132 0.92380
H19 -1.76528 0.71413 4.13060
H20 -6.98887 -2.54228 1.98226
H21 0.31360 -0.65593 -4.73965
H22 -0.03441 -1.30752 -3.17588
H23 -3.27514 -2.93470 -0.12986

The HOMO energy (alpha / beta) is -12.669 / -14.391 eV. The gap between HOMO and LUMO (alpha / beta) is 7.53 / 7.80 eV. The charge is +2. The calculation puts the energy relative to the best compared isomer or geometry (same formula, charge and spin) at 109.62 kJ/mol. As for the total energy: -5518.42836 Eh. Its spin multiplicity is 6.